# 1
{
  "formula": "C28H65NO22",
  "method": "the ωB97M-V functional and the def2-TZVPD basis",
  "species": ["C", "C", "C", "O", "C", "C", "C", "O", "O", "O", "H", "H", "C", "O", "C", "C", "N", "C", "C", "O", "C", "H", "H", "H", "H", "H", "H", "H", "H", "H", "H", "H", "H", "H", "H", "H", "C", "C", "O", "O", "H", "H", "H", "H", "H", "H", "C", "C", "O", "O", "H", "H", "H", "H", "H", "H", "C", "C", "O", "O", "H", "H", "H", "H", "H", "H", "C", "C", "O", "O", "H", "H", "H", "H", "H", "H", "C", "C", "O", "O", "H", "H", "H", "H", "H", "H", "C", "C", "O", "O", "H", "H", "H", "H", "H", "H", "C", "C", "O", "O", "H", "H", "H", "H", "H", "H", "C", "C", "O", "O", "H", "H", "H", "H", "H", "H"],
  "xyz": [[14.3286, 3.0783, 8.4694], [14.0529, 3.1711, 9.8251], [14.1190, 1.9567, 10.7410], [14.2069, 2.0597, 12.0695], [14.4694, 0.7216, 10.2970], [14.6773, 0.4661, 8.8793], [14.7205, 1.7549, 7.9379], [14.9960, 1.7254, 6.6941], [15.0240, -0.6888, 8.4671], [13.6443, 4.3742, 10.1237], [14.2624, 3.9785, 7.8763], [14.5882, -0.0778, 11.0134], [20.1222, 5.8784, 11.1385], [20.5916, 5.7458, 12.5131], [20.7564, 4.4114, 12.8605], [21.4246, 4.0640, 14.2057], [20.4980, 4.3188, 15.2519], [20.9794, 4.2916, 16.6289], [20.0256, 4.9610, 17.5430], [19.7544, 6.3632, 17.5122], [20.9539, 7.1548, 17.6787], [19.1402, 5.4538, 10.9302], [20.8672, 5.4660, 10.4581], [20.0521, 6.9308, 10.8635], [21.3032, 3.8841, 12.0788], [19.7675, 3.9552, 12.9048], [22.3535, 4.5988, 14.4037], [21.5383, 2.9801, 14.2275], [19.8801, 3.5217, 15.1975], [21.9657, 4.7506, 16.6969], [21.0377, 3.2052, 16.6960], [20.2767, 4.6733, 18.5639], [19.0131, 4.5694, 17.4456], [21.3650, 7.3178, 16.6824], [21.6969, 6.6263, 18.2760], [20.7702, 8.1511, 18.0809], [22.6118, -3.8845, 10.2522], [21.1581, -4.1308, 9.7117], [20.8517, -2.9964, 8.8721], [23.5528, -3.8107, 9.1905], [22.7739, -4.8129, 10.7998], [22.7202, -2.9579, 10.8159], [20.4525, -4.1674, 10.5417], [21.0679, -5.0790, 9.1817], [19.9018, -3.0846, 8.7642], [23.2308, -3.1596, 8.5628], [7.2700, 4.9028, 11.4377], [7.7127, 4.0397, 12.6614], [7.5746, 2.6030, 12.3709], [8.1181, 4.7022, 10.2884], [7.1684, 5.9684, 11.6437], [6.2615, 4.6039, 11.1517], [7.1455, 4.2730, 13.5624], [8.7502, 4.2488, 12.9219], [8.3172, 2.0710, 12.6661], [8.9668, 5.0794, 10.5315], [16.2161, -3.6751, 2.0920], [17.3881, -2.6891, 2.1570], [17.0623, -1.4628, 1.4371], [15.1418, -3.1305, 2.9240], [16.6781, -4.6261, 2.3573], [15.8425, -3.8976, 1.0925], [18.3515, -3.0007, 1.7536], [17.5824, -2.4875, 3.2104], [16.6706, -0.9649, 2.1584], [15.5654, -2.8720, 3.7458], [12.2184, 9.8490, 5.0909], [11.8012, 10.4221, 6.4691], [12.9201, 10.4216, 7.3306], [12.9552, 10.7967, 4.3408], [11.3656, 9.5670, 4.4735], [12.8446, 8.9708, 5.2485], [11.1637, 9.6840, 6.9557], [11.2873, 11.3832, 6.4491], [12.9821, 9.4781, 7.4965], [13.8182, 10.8708, 4.7547], [9.0143, 12.2885, 13.4675], [9.9043, 11.1285, 13.8241], [10.9070, 11.4206, 14.7728], [9.7232, 13.1525, 12.5396], [8.6494, 12.8437, 14.3317], [8.1144, 11.8973, 12.9929], [10.3609, 10.8114, 12.8865], [9.2413, 10.3410, 14.1824], [11.4799, 12.1167, 14.4429], [9.3908, 14.0525, 12.5719], [15.9091, 5.8274, 0.9202], [16.9012, 6.0565, 2.0713], [17.7509, 4.9929, 2.3120], [16.6517, 5.7594, -0.2989], [15.0670, 6.5183, 0.9609], [15.4985, 4.8319, 1.0893], [16.4583, 6.3021, 3.0364], [17.5657, 6.8806, 1.8114], [17.2204, 4.3568, 2.7972], [17.2374, 4.9999, -0.3416], [8.9592, -3.7758, 12.0556], [9.1118, -3.3576, 10.5679], [8.2924, -4.1663, 9.7123], [9.6633, -2.8930, 12.9467], [9.4128, -4.7542, 12.2138], [7.8972, -3.8902, 12.2727], [10.1548, -3.5332, 10.3042], [8.9177, -2.3052, 10.3608], [8.6211, -5.0513, 9.8867], [10.5936, -3.1268, 12.9833], [16.4286, -2.4489, 17.4670], [17.4471, -2.7484, 16.3374], [17.8557, -1.5490, 15.7245], [15.1310, -2.1701, 16.9150], [16.9274, -1.6736, 18.0487], [16.2963, -3.3802, 18.0177], [17.0109, -3.3531, 15.5423], [18.2748, -3.2973, 16.7864], [17.0383, -1.2162, 15.3466], [15.1579, -1.2856, 16.5430]],
  "charge": -2,
  "homo_energy_ev": -0.19,
  "e_lumo_ev": 2.978,
  "total_energy_ha": -2815.52774,
  "homo_lumo_gap_ev": 3.17
}


# 2
{
  "formula": "C28H66N4O13P",
  "method": "the ωB97M-V functional and the def2-TZVPD basis",
  "species": ["C", "C", "O", "N", "C", "N", "C", "C", "C", "C", "C", "C", "C", "N", "P", "O", "O", "O", "N", "H", "H", "H", "H", "H", "H", "H", "H", "H", "H", "H", "H", "H", "H", "H", "H", "H", "H", "H", "H", "H", "H", "H", "H", "C", "O", "C", "C", "O", "C", "C", "O", "C", "H", "H", "H", "H", "H", "H", "H", "H", "H", "H", "H", "H", "H", "H", "C", "O", "C", "C", "O", "C", "C", "O", "C", "H", "H", "H", "H", "H", "H", "H", "H", "H", "H", "H", "H", "H", "H", "C", "O", "C", "C", "O", "C", "C", "O", "C", "H", "H", "H", "H", "H", "H", "H", "H", "H", "H", "H", "H", "H", "H"],
  "xyz": [[-0.6017, -1.3261, -1.1721], [-0.2334, -2.7988, -1.0368], [1.1954, -2.9586, -1.0279], [1.6918, -2.7238, -2.2817], [2.9749, -2.6220, -2.4905], [3.3708, -2.4675, -3.7689], [4.7468, -2.0216, -4.0203], [5.6453, -2.0710, -2.7924], [5.2014, -3.0941, -1.7595], [6.0642, -2.8376, -0.5020], [6.0782, -3.9062, 0.5758], [7.2577, -3.6292, 1.5595], [8.1192, -4.8702, 1.7756], [9.5337, -4.5702, 2.0577], [5.3267, -4.8176, -2.3611], [6.7014, -5.2901, -2.3100], [4.6655, -4.9599, -3.7981], [4.3824, -5.6297, -1.3810], [3.7859, -2.7097, -1.4261], [0.2089, -0.6845, -0.8463], [-0.7819, -1.0838, -2.2151], [-1.5089, -1.0730, -0.6415], [-0.7071, -3.3630, -1.8381], [-0.6213, -3.1688, -0.1001], [1.0429, -2.6625, -3.0569], [3.0901, -3.2432, -4.3524], [5.1684, -2.6699, -4.7758], [4.7859, -1.0275, -4.4453], [5.6159, -1.0983, -2.3144], [6.6793, -2.2583, -3.0496], [5.6193, -1.9518, -0.0610], [7.0573, -2.5608, -0.8299], [6.2480, -4.9005, 0.1945], [5.1693, -3.9192, 1.1717], [6.9064, -3.2228, 2.5000], [7.9149, -2.9051, 1.0915], [7.7127, -5.4923, 2.5678], [8.1084, -5.4927, 0.8876], [10.0887, -4.8444, 1.2593], [9.6792, -3.5770, 2.1843], [5.2081, -5.5817, -4.3167], [4.9051, -6.3465, -0.9803], [3.4310, -3.3950, -0.7586], [-2.2345, 4.1581, 2.2838], [-1.1467, 4.0391, 1.3867], [-0.3824, 5.2255, 1.2499], [1.1052, 4.9393, 1.2290], [1.6604, 4.5172, 2.4643], [1.3233, 3.2402, 2.9752], [1.8668, 2.0626, 2.1941], [1.2015, 1.8980, 0.9477], [2.0498, 1.5999, -0.1313], [-3.0904, 4.6290, 1.7916], [-2.5163, 3.1530, 2.5996], [-1.9644, 4.7307, 3.1754], [-0.6008, 5.9301, 2.0584], [-0.6554, 5.6970, 0.2970], [1.6053, 5.8843, 1.0038], [1.3618, 4.2502, 0.4219], [0.2474, 3.1476, 3.1315], [1.7868, 3.2041, 3.9642], [1.7044, 1.1509, 2.7828], [2.9440, 2.1932, 2.0461], [2.9713, 2.1903, -0.1051], [1.5152, 1.8466, -1.0499], [2.2976, 0.5280, -0.1389], [-2.1059, -7.6153, -3.7135], [-2.9831, -7.3443, -2.6425], [-2.5148, -6.3758, -1.7265], [-3.6214, -5.4183, -1.3208], [-4.0440, -4.5223, -2.3354], [-4.7530, -5.0298, -3.4606], [-6.1430, -5.5523, -3.1688], [-6.1046, -6.7743, -2.4528], [-7.0491, -6.8672, -1.4052], [-1.3244, -8.3205, -3.4113], [-2.6911, -8.0648, -4.5146], [-1.6468, -6.6988, -4.1017], [-1.6796, -5.8013, -2.1479], [-2.1565, -6.9022, -0.8320], [-3.2212, -4.7771, -0.5290], [-4.4647, -5.9553, -0.8858], [-4.1587, -5.7675, -4.0008], [-4.8680, -4.1720, -4.1277], [-6.6503, -5.7358, -4.1241], [-6.7072, -4.7929, -2.6175], [-7.1229, -5.9304, -0.8435], [-6.7108, -7.6477, -0.7246], [-8.0348, -7.1418, -1.7930], [-4.7283, 9.9258, 5.7699], [-4.4496, 10.0089, 4.3881], [-3.1562, 9.5621, 4.0247], [-3.1801, 8.7283, 2.7591], [-3.7752, 7.4450, 2.8835], [-5.1769, 7.3568, 3.0979], [-6.0446, 7.8007, 1.9385], [-6.0165, 9.2062, 1.7627], [-5.9247, 9.6251, 0.4182], [-4.3103, 10.7841, 6.3059], [-5.8113, 9.9328, 5.8893], [-4.3442, 8.9974, 6.2051], [-2.6997, 8.9772, 4.8304], [-2.5313, 10.4457, 3.8410], [-2.1379, 8.5312, 2.4924], [-3.6138, 9.2865, 1.9283], [-5.4658, 7.8577, 4.0225], [-5.3682, 6.2908, 3.2494], [-7.0811, 7.5094, 2.1516], [-5.7206, 7.2864, 1.0270], [-5.2178, 9.0105, -0.1494], [-5.5609, 10.6521, 0.4169], [-6.9063, 9.5989, -0.0665]],
  "charge": 1,
  "homo_energy_ev": -10.18,
  "e_lumo_ev": -2.663,
  "total_energy_ha": -2644.56374,
  "homo_lumo_gap_ev": 7.52
}